# 1
9
Properties=species:S:1:pos:R:3 method="wB97M-V/def2-TZVPD" charge=-1 e_homo_ha="-0.2064 / -0.0980" gap_ev="9.4230 / 4.9146" de_lowest_kj_mol=409.9 e_lumo_ev="3.8 / 2.2" total_energy_ha=-738.9692
C 1.01 0.64 1.51
O -1.41 0.29 -2.76
O -2.38 -1.85 -2.04
O -0.20 0.06 1.45
O -0.34 -0.91 -0.82
S -1.20 -0.95 -1.99
H 1.71 0.29 2.37
H 1.08 1.72 1.59
H 1.75 0.71 0.68


# 2
9
Properties=species:S:1:pos:R:3 method="wB97M-V/def2-TZVPD" charge=-1 e_homo_ha=-0.1825 gap_ev=8.9365 de_lowest_kj_mol=221.8 e_lumo_ev=4.0 total_energy_ha=-630.4476
C 0.94 -0.02 0.44
O 0.04 -1.89 0.72
O 1.87 0.13 1.07
O -1.67 0.20 -0.75
O -0.32 2.46 0.19
Si -0.29 1.12 -0.56
H -1.64 -0.79 -0.60
H 0.60 -2.20 1.49
H 0.47 0.98 -2.00


# 3
9
Properties=species:S:1:pos:R:3 method="wB97M-V/def2-TZVPD" charge=-1 e_homo_ha=-0.1865 gap_ev=9.0397 de_lowest_kj_mol=242.9 e_lumo_ev=4.0 total_energy_ha=-630.4396
C -0.49 0.91 -0.46
O -1.28 -0.27 -2.79
O -0.36 1.97 0.01
O 0.29 -0.37 0.60
O 1.28 -1.89 2.63
Si 1.15 -0.62 1.84
H -1.26 -0.75 -1.93
H -1.28 0.62 -2.43
H 1.95 0.38 2.53